No. 1
{
  "formula": "C40H40N5P2SnTe",
  "method": "wB97M-V/def2-TZVPD",
  "lumo_energy_ev": -9.49,
  "homo_energy_ev": -15.31,
  "total_charge": 3,
  "gap_ev": 5.821,
  "e_above_lowest_ev": 0.440,
  "elements": ["Sn", "Te", "C", "C", "C", "N", "C", "C", "C", "P", "C", "C", "C", "C", "C", "C", "C", "C", "C", "C", "C", "C", "P", "C", "C", "C", "C", "C", "C", "C", "C", "C", "C", "C", "C", "H", "H", "H", "H", "H", "H", "H", "H", "H", "H", "H", "H", "H", "H", "H", "H", "H", "H", "H", "H", "H", "H", "H", "H", "C", "N", "C", "C", "N", "C", "H", "H", "H", "H", "H", "H", "N", "C", "N", "C", "C", "C", "C", "C", "H", "H", "H", "H", "H", "H", "H", "H", "H", "H"],
  "xyz": [[-0.212953, 1.130945, 0.881833], [1.510414, -3.497738, -1.121988], [2.606212, -3.320231, -2.908275], [3.992351, -3.303194, -2.931941], [4.621758, -3.218904, -4.170860], [3.970221, -3.155603, -5.322391], [2.644321, -3.208863, -5.290867], [1.911465, -3.293001, -4.114622], [0.868165, -1.493355, -1.121124], [-0.799705, -1.172469, -0.533197], [-1.713085, -0.335129, -1.846654], [-1.546987, -0.690766, -3.184768], [-2.317896, -0.087645, -4.164170], [-3.262346, 0.870893, -3.817582], [-3.452364, 1.212030, -2.485408], [-2.682601, 0.605170, -1.505818], [-1.609092, -2.727930, -0.196852], [-1.161377, -3.464171, 0.906581], [-1.711636, -4.705207, 1.177041], [-2.717984, -5.202939, 0.357138], [-3.180938, -4.461367, -0.721156], [-2.636308, -3.217790, -1.000951], [1.981868, -0.214565, -1.202424], [1.603220, 1.023478, -2.445238], [1.649256, 2.387601, -2.161682], [1.504728, 3.308888, -3.185259], [1.333070, 2.871456, -4.493029], [1.313265, 1.513431, -4.781727], [1.446308, 0.584943, -3.761656], [3.720072, -0.568864, -1.222702], [4.525774, -0.097103, -2.261871], [5.893376, -0.314422, -2.214280], [6.455056, -0.979796, -1.134283], [5.656827, -1.425384, -0.082180], [4.293847, -1.209453, -0.116686], [4.580669, -3.363557, -2.024519], [5.703892, -3.200793, -4.230996], [2.140532, -3.195972, -6.250954], [0.831134, -3.355439, -4.150877], [-0.823406, -1.448812, -3.458878], [-2.189367, -0.368392, -5.200869], [-3.862416, 1.337837, -4.586535], [-4.212006, 1.932390, -2.213962], [-2.885261, 0.827874, -0.462690], [-0.393903, -3.063338, 1.562489], [-1.367228, -5.279476, 2.025942], [-3.154313, -6.169604, 0.569431], [-3.970824, -4.853287, -1.346964], [-3.011700, -2.640988, -1.836040], [1.850849, 2.732358, -1.153016], [1.552163, 4.367766, -2.971392], [1.238490, 3.591927, -5.294111], [1.208380, 1.176705, -5.804181], [1.457087, -0.473778, -3.991486], [4.095866, 0.428558, -3.104138], [6.520481, 0.040669, -3.020290], [7.524229, -1.141261, -1.099695], [6.105158, -1.927080, 0.763978], [3.675343, -1.542485, 0.708656], [-4.855058, 4.440360, 1.715871], [-3.509206, 3.995976, 1.335693], [-2.558992, 4.757647, 0.705061], [-1.468707, 3.965513, 0.543171], [-1.749530, 2.722120, 1.076605], [-2.997580, 2.783706, 1.541480], [-5.024002, 5.420298, 1.280271], [-4.926315, 4.507275, 2.798577], [-5.591416, 3.741622, 1.328044], [-2.737961, 5.785015, 0.440101], [-0.518710, 4.201341, 0.094503], [-3.534280, 1.988742, 2.033095], [-0.465638, 0.662677, 2.982025], [-0.445411, 0.518620, 4.143084], [-0.379667, 0.340212, 5.401592], [-1.416445, -0.428819, 6.140647], [-2.378908, 0.538181, 6.849393], [-1.819530, 1.961772, 6.875018], [-0.343034, 1.981685, 7.259016], [0.507737, 1.166132, 6.267743], [-0.857209, -1.040322, 6.848641], [-1.910282, -1.100066, 5.440863], [-2.529327, 0.182045, 7.868674], [-3.354500, 0.526640, 6.364166], [-2.391883, 2.565254, 7.577488], [-1.946946, 2.432506, 5.893810], [-0.216730, 1.574266, 8.262611], [0.025497, 3.005814, 7.287239], [1.163128, 0.459560, 6.776543], [1.120737, 1.789457, 5.619095]],
  "forces_ev_per_angstrom": [[0.53, 0.12, -0.02], [-0.03, -0.06, -0.08], [0.14, 0.05, -0.10], [-0.01, -0.09, 0.08], [0.11, -0.02, 0.11], [0.02, 0.00, -0.06], [-0.10, 0.01, -0.08], [-0.06, 0.08, 0.10], [-0.04, -0.21, 0.56], [-0.45, 0.44, -0.44], [-0.03, -0.13, -0.08], [0.08, -0.02, -0.02], [0.01, 0.02, -0.01], [0.00, 0.00, 0.03], [0.00, -0.02, -0.07], [-0.07, -0.02, 0.14], [0.10, -0.03, 0.31], [-0.06, 0.02, 0.05], [0.00, 0.03, -0.02], [-0.01, -0.02, 0.02], [-0.02, -0.02, 0.01], [0.03, 0.03, -0.05], [0.18, -0.06, -0.76], [-0.03, 0.09, 0.17], [0.10, 0.04, 0.09], [0.00, 0.01, -0.02], [0.01, -0.02, -0.01], [0.00, 0.01, 0.01], [-0.08, -0.05, -0.03], [0.02, 0.12, 0.21], [-0.03, 0.02, -0.02], [0.01, -0.01, -0.01], [0.01, -0.01, 0.02], [-0.01, 0.02, -0.02], [-0.01, -0.06, 0.01], [-0.01, 0.04, -0.04], [0.01, -0.01, 0.02], [-0.02, 0.01, 0.01], [0.00, -0.03, -0.01], [0.03, 0.00, -0.01], [0.00, -0.01, 0.00], [-0.01, 0.01, 0.00], [0.00, 0.01, 0.01], [0.04, 0.03, -0.03], [0.02, 0.00, -0.02], [0.00, -0.01, 0.01], [0.01, -0.01, -0.01], [-0.01, 0.01, 0.00], [0.03, 0.00, -0.01], [-0.06, -0.01, -0.01], [0.01, 0.01, 0.01], [-0.01, 0.01, 0.00], [-0.01, -0.01, -0.01], [-0.01, -0.03, 0.00], [-0.01, -0.01, 0.00], [0.01, 0.00, -0.01], [0.01, 0.00, 0.00], [0.01, 0.00, 0.02], [-0.02, -0.01, -0.01], [0.03, 0.02, 0.03], [-0.02, -0.07, -0.05], [0.09, 0.06, 0.00], [-0.05, 0.01, -0.03], [-0.28, -0.11, 0.03], [0.10, -0.01, 0.08], [-0.03, -0.01, 0.01], [-0.03, 0.02, -0.01], [-0.02, 0.01, 0.02], [0.01, 0.01, -0.01], [0.01, 0.00, -0.02], [0.01, -0.03, -0.02], [-0.24, -0.16, 0.17], [0.17, 0.02, -0.35], [-0.10, -0.04, 0.20], [0.06, -0.04, 0.00], [-0.01, -0.02, 0.02], [-0.02, 0.05, -0.01], [0.03, -0.01, 0.02], [0.06, -0.03, -0.02], [-0.04, -0.01, 0.00], [-0.03, 0.02, 0.02], [-0.02, 0.01, 0.00], [0.00, -0.01, 0.00], [0.01, 0.00, 0.00], [-0.01, 0.00, 0.01], [-0.03, -0.01, 0.00], [0.02, -0.01, 0.03], [0.04, 0.06, -0.01], [-0.05, 0.03, 0.00]]
}


No. 2
{
  "formula": "C40H41BN9OP2SSr",
  "method": "wB97M-V/def2-TZVPD",
  "lumo_energy_ev": [-5.17, -7.88],
  "homo_energy_ev": [-12.87, -12.87],
  "total_charge": 2,
  "gap_ev": [7.701, 4.990],
  "e_above_lowest_ev": 0.098,
  "multiplicity": 2,
  "elements": ["Sr", "C", "C", "N", "N", "C", "B", "N", "C", "C", "C", "N", "N", "C", "C", "C", "N", "N", "C", "C", "C", "N", "H", "H", "H", "H", "H", "H", "H", "H", "H", "H", "H", "H", "N", "P", "C", "C", "C", "C", "C", "C", "C", "C", "C", "C", "C", "C", "P", "C", "C", "C", "C", "C", "C", "C", "C", "C", "C", "C", "C", "H", "H", "H", "H", "H", "H", "H", "H", "H", "H", "H", "H", "H", "H", "H", "H", "H", "H", "H", "H", "H", "O", "S", "C", "C", "C", "C", "H", "H", "H", "H", "H", "H", "H", "H"],
  "xyz": [[-0.324693, -0.241744, -0.224203], [-3.969067, -0.101296, -3.234045], [-2.626261, 0.150260, -2.950731], [-2.408377, 0.171643, -1.639924], [-3.613539, -0.057481, -1.051342], [-4.558835, -0.227229, -1.994235], [-3.734966, -0.014696, 0.503537], [-3.111137, -1.320203, 1.114861], [-3.781660, -2.452345, 1.400082], [-2.898245, -3.367404, 1.933838], [-1.674015, -2.701896, 1.921103], [-1.798583, -1.471870, 1.422882], [-3.025965, 1.270537, 1.032350], [-3.681331, 2.332433, 1.543676], [-2.786206, 3.366137, 1.708847], [-1.576916, 2.841283, 1.253774], [-1.715929, 1.582155, 0.855944], [-5.181973, 0.046493, 0.959576], [-5.631152, -0.165872, 2.229863], [-6.893935, 0.350065, 2.326793], [-7.142205, 0.895531, 1.050611], [-6.115220, 0.727285, 0.241467], [-4.450855, -0.154124, -4.194572], [-1.809888, 0.325312, -3.635585], [-5.587799, -0.375639, -1.723282], [-4.841504, -2.529076, 1.226598], [-3.115128, -4.358851, 2.290814], [-0.708950, -3.063294, 2.244362], [-4.740136, 2.304845, 1.736878], [-2.991321, 4.354577, 2.080064], [-0.612757, 3.318216, 1.188075], [-5.022359, -0.657430, 2.970207], [-7.546963, 0.333034, 3.181584], [-8.028560, 1.395441, 0.693476], [3.339712, 1.057261, 0.292251], [3.095437, 0.342452, 1.749310], [4.576648, 0.241310, 2.672209], [5.774389, -0.069674, 2.002036], [6.942988, -0.189883, 2.725545], [6.921404, -0.023413, 4.107819], [5.733662, 0.262037, 4.774371], [4.555077, 0.390972, 4.066579], [1.742974, 1.000221, 2.703194], [1.734470, 2.357630, 3.048718], [0.775631, 2.816592, 3.931105], [-0.184570, 1.943154, 4.436653], [-0.189296, 0.605344, 4.074821], [0.786061, 0.121390, 3.215236], [2.622972, 0.346813, -1.152500], [4.157513, 0.053759, -2.056090], [4.728395, -1.216720, -1.963334], [5.950254, -1.468939, -2.568997], [6.591369, -0.459813, -3.275915], [6.016873, 0.800838, -3.382030], [4.797633, 1.062034, -2.775962], [1.787396, 1.755783, -1.934420], [1.210334, 1.513141, -3.186345], [0.467568, 2.499741, -3.812855], [0.273305, 3.725627, -3.186815], [0.829108, 3.966295, -1.939970], [1.586803, 2.985773, -1.311328], [4.247033, 1.502570, 0.163381], [5.785158, -0.224492, 0.927767], [7.870335, -0.421897, 2.220710], [7.839646, -0.122372, 4.670991], [5.731110, 0.388187, 5.848027], [3.631581, 0.617262, 4.583437], [2.485571, 3.033714, 2.656520], [0.767806, 3.858637, 4.221704], [-0.939551, 2.315264, 5.115974], [-0.944780, -0.063198, 4.464065], [0.804086, -0.930201, 2.951565], [4.213939, -2.006044, -1.427034], [6.393857, -2.453115, -2.503005], [7.538916, -0.660283, -3.757790], [6.514371, 1.577861, -3.946469], [4.341968, 2.040849, -2.874094], [1.357575, 0.555294, -3.677414], [0.039197, 2.314945, -4.788978], [-0.314233, 4.492718, -3.672439], [0.676239, 4.921272, -1.455420], [2.020846, 3.180938, -0.337887], [-0.325012, -2.331079, -1.349958], [-0.603194, -3.691239, -1.979876], [-2.289367, -4.128290, -1.479144], [-3.019550, -4.551982, -2.745288], [-2.616003, -3.522507, -3.798118], [-1.096550, -3.410515, -3.710953], [-2.691533, -3.199068, -1.067718], [-2.243923, -4.882542, -0.697057], [-4.095741, -4.574143, -2.577469], [-2.715288, -5.556735, -3.046894], [-3.074657, -2.560361, -3.566820], [-2.926481, -3.811203, -4.801321], [-0.687820, -2.438951, -3.987485], [-0.593217, -4.183795, -4.292098]],
  "forces_ev_per_angstrom": [[-0.27, 0.08, -0.27], [0.02, 0.02, -0.02], [0.03, -0.02, 0.00], [-0.10, -0.12, 0.05], [0.02, 0.08, 0.07], [-0.02, 0.00, 0.00], [-0.07, 0.03, -0.09], [0.01, 0.05, 0.01], [0.02, -0.05, 0.04], [-0.02, -0.01, 0.01], [0.03, 0.03, -0.04], [-0.15, -0.03, 0.13], [0.02, -0.03, 0.07], [0.03, 0.08, -0.01], [-0.01, 0.00, -0.01], [0.05, -0.02, 0.04], [-0.09, -0.05, -0.03], [0.00, 0.00, -0.01], [-0.01, 0.00, 0.00], [0.01, 0.01, 0.01], [-0.01, -0.02, -0.03], [0.04, 0.00, 0.04], [0.00, 0.00, 0.00], [0.01, -0.01, 0.00], [0.00, 0.00, 0.02], [0.00, 0.01, -0.01], [0.00, 0.00, 0.00], [0.01, 0.00, -0.01], [0.00, -0.03, -0.01], [0.01, 0.00, 0.01], [0.07, 0.04, 0.03], [0.01, -0.01, 0.00], [0.00, 0.00, 0.00], [0.00, 0.00, 0.00], [0.23, 0.19, -0.06], [-0.14, -0.31, 0.27], [0.16, 0.08, -0.14], [-0.02, 0.00, 0.02], [-0.01, 0.00, 0.00], [-0.01, 0.00, 0.01], [0.03, 0.00, 0.02], [0.02, -0.03, 0.01], [-0.02, -0.05, -0.07], [-0.01, 0.01, 0.00], [-0.05, 0.03, -0.05], [-0.02, 0.01, -0.01], [-0.02, -0.03, -0.01], [-0.04, 0.09, -0.04], [0.34, 0.08, 0.28], [-0.18, -0.10, -0.25], [0.01, 0.03, -0.01], [-0.01, 0.02, 0.01], [0.00, 0.00, 0.00], [0.00, 0.00, 0.00], [0.00, 0.02, 0.01], [0.08, -0.02, 0.00], [-0.01, -0.05, 0.02], [-0.01, 0.01, 0.01], [0.00, 0.00, 0.00], [0.00, -0.01, 0.01], [-0.02, -0.03, 0.05], [-0.09, 0.10, -0.03], [-0.01, 0.01, 0.03], [0.00, 0.00, 0.00], [0.00, 0.00, 0.01], [0.01, 0.00, 0.00], [-0.01, 0.00, -0.02], [-0.01, -0.01, 0.00], [0.00, -0.01, 0.01], [0.00, 0.01, 0.00], [0.00, -0.01, -0.02], [0.02, -0.01, 0.03], [-0.01, -0.01, 0.00], [0.00, 0.00, 0.00], [0.00, 0.00, 0.00], [0.00, 0.00, 0.00], [0.00, -0.01, 0.00], [0.01, 0.01, -0.01], [0.00, 0.00, 0.00], [0.00, 0.00, 0.00], [0.00, 0.00, 0.00], [0.01, 0.00, -0.01], [0.15, -0.11, -0.19], [0.02, 0.06, 0.12], [-0.02, -0.05, 0.02], [0.00, 0.03, -0.03], [0.00, -0.01, 0.01], [0.01, 0.02, -0.01], [-0.01, 0.01, 0.00], [0.00, 0.01, 0.00], [0.00, 0.00, 0.01], [0.00, 0.00, 0.00], [0.00, -0.01, 0.01], [0.01, 0.00, 0.00], [0.01, -0.01, -0.01], [0.00, 0.00, 0.00]]
}